Record 1
21
Properties=species:S:1:pos:R:3 method="wB97M-V/def2-TZVPD" e_tot_ha=-960.19963 smiles=CNc1nc(NC#N)nc(SC)n1 e_homo_ev=-9.1 relative_energy_ev=0.000 orbital_gap_ev=9.715
C -2.066 -2.680 -1.700
N -1.446 -1.435 -2.089
C -0.752 -0.655 -1.245
N -0.257 0.502 -1.722
C 0.435 1.188 -0.817
N 0.970 2.375 -1.273
C 1.691 3.227 -0.525
N 2.334 3.988 0.074
N 0.646 0.864 0.453
C 0.086 -0.301 0.801
S 0.326 -0.736 2.478
C -0.549 -2.310 2.559
N -0.618 -1.105 0.020
H -2.825 -2.512 -0.916
H -2.570 -3.100 -2.569
H -1.339 -3.403 -1.316
H -1.544 -1.108 -3.042
H 0.779 2.629 -2.238
H -0.479 -2.674 3.592
H -1.601 -2.164 2.285
H -0.098 -3.038 1.886

=====

Record 2
48
Properties=species:S:1:pos:R:3 method="wB97M-V/def2-TZVPD" e_tot_ha=-2165.32071 smiles="COB(O)O[P@@](=O)(O)OCN.CCOC(=O)C(F)(F)F.CCOC(=O)C(F)(F)F" e_homo_ev=-10.4 orbital_gap_ev=10.586
C 0.282 1.578 3.476
O -0.906 1.410 2.702
B -0.937 0.627 1.596
O -1.721 0.934 0.523
O -0.261 -0.604 1.523
P 1.055 -0.725 0.645
O 2.156 -1.467 1.238
O 0.578 -1.361 -0.733
O 1.333 0.814 0.349
C 2.663 1.223 -0.146
N 2.721 1.398 -1.541
H 0.027 1.496 4.531
H 0.686 2.570 3.283
H 1.030 0.824 3.233
H -2.165 1.781 0.627
H -0.132 -0.851 -1.147
H 2.862 2.159 0.369
H 3.384 0.476 0.182
H 2.097 2.109 -1.889
H 2.625 0.541 -2.065
C 3.490 -0.342 -8.578
C 1.993 -0.264 -8.398
O 1.637 -0.194 -6.993
C 1.735 0.996 -6.430
O 2.069 2.026 -6.936
C 1.297 0.906 -4.948
F 1.845 -0.150 -4.333
F -0.035 0.785 -4.869
F 1.656 2.005 -4.287
H 3.898 -1.189 -8.027
H 3.722 -0.471 -9.635
H 3.974 0.569 -8.228
H 1.497 -1.164 -8.752
H 1.566 0.598 -8.908
C -1.871 -1.322 4.483
C -2.882 -0.351 5.043
O -4.009 -1.043 5.638
C -3.826 -1.497 6.865
O -2.849 -1.394 7.546
C -5.121 -2.181 7.366
F -5.635 -2.999 6.443
F -6.041 -1.248 7.653
F -4.881 -2.884 8.465
H -2.339 -1.993 3.762
H -1.079 -0.775 3.979
H -1.422 -1.925 5.272
H -3.324 0.261 4.261
H -2.442 0.308 5.790